{"formula": "C24H72BrN6O6", "method": "wB97M-V/def2-TZVPD", "species": ["Br", "H", "H", "H", "H", "C", "H", "H", "H", "H", "N", "H", "C", "H", "C", "H", "H", "C", "C", "H", "H", "H", "H", "H", "H", "H", "H", "N", "H", "H", "H", "H", "H", "H", "C", "H", "H", "H", "H", "C", "C", "H", "H", "H", "H", "H", "O", "H", "C", "H", "C", "C", "C", "N", "H", "H", "H", "H", "H", "H", "H", "H", "C", "O", "C", "H", "H", "H", "C", "N", "C", "O", "H", "H", "H", "H", "H", "H", "C", "H", "C", "O", "N", "O", "H", "C", "N", "H", "H", "H", "H", "H", "C", "H", "H", "C", "O", "H", "H", "H", "H", "H", "C", "H", "H", "H", "C", "C", "H"], "positions_angstrom": [[0.025284, 0.344297, -0.440147], [2.432608, 2.717748, -2.300344], [3.307171, 0.322285, -1.334545], [0.136447, 3.635541, -1.875464], [-5.382311, 2.804967, 2.542204], [-3.842492, 0.612314, 2.074083], [-1.845448, -4.515382, 1.797602], [4.963480, -0.872519, -4.533073], [-3.674730, -2.207218, -4.412881], [-2.942894, -2.594612, -0.196088], [-1.019900, -3.075093, -0.165885], [-2.493834, 2.980974, 0.021483], [-2.657821, -3.844883, 1.517281], [4.556888, 4.035593, -1.952681], [-1.840334, -0.971428, -6.139040], [-0.792770, -0.085106, 4.158904], [-2.715787, -2.061675, 4.338324], [3.074208, -1.607928, 6.738070], [5.008124, 5.691510, -0.104848], [1.691341, 2.455730, -0.081130], [-2.628061, -4.558282, -1.957698], [-3.596368, -4.396914, 1.567413], [4.932241, 1.946641, -3.293221], [6.006520, -0.809195, -2.574498], [2.679800, -3.217776, -0.407002], [-0.266202, 1.706666, 3.659431], [-0.792570, 1.283543, 5.230387], [1.525679, -0.120151, 2.972380], [-4.374207, -1.123042, -1.246484], [2.112171, -1.652337, -0.218383], [-3.350784, -3.708633, 3.950335], [-1.400031, -0.133886, -6.680122], [-2.320260, 1.313902, 0.116731], [-4.144794, 0.059203, -2.420972], [1.001813, 4.295842, -1.818396], [-4.861810, -1.407871, -2.871884], [1.323033, -1.097342, 2.817032], [3.654868, 5.309742, -2.645965], [5.127809, 6.159274, 0.872374], [3.652426, 4.624080, -1.798641], [4.162842, -0.351445, -1.379396], [5.750050, 1.863669, -1.872887], [2.493405, -2.429372, 7.157592], [-2.861663, 2.484234, 2.270928], [-1.836028, -5.565247, -0.814378], [5.636811, 6.144342, -0.871537], [-2.560503, -2.592014, 2.331576], [3.550816, 0.018422, -3.985988], [-2.620679, -2.939312, 3.698941], [-6.250801, -1.031331, 1.658393], [5.130842, -0.160131, -2.577031], [2.425105, 3.614926, -1.681383], [-0.297989, 0.866509, 4.353130], [4.336958, -0.586077, -3.794487], [4.659600, -0.115572, -0.438290], [5.512776, 4.742965, 0.078723], [0.863346, -1.642599, 5.261954], [-5.438909, 2.524069, 0.714216], [-0.688747, -3.319078, -1.088324], [-0.900684, -2.087299, 0.007769], [-0.421416, -3.489473, 0.534265], [-0.084555, -1.180916, -3.805530], [-2.725809, -1.946682, -3.944093], [3.808206, -1.740768, -1.380032], [-5.251961, -1.351563, 1.361953], [-2.650262, 0.106442, -4.459233], [1.840203, 1.207625, 4.542707], [3.428882, -2.090621, 0.646402], [-3.602809, 2.086363, 1.577753], [2.492806, 3.043752, -0.259971], [-2.052249, -0.788760, -4.629840], [3.668100, 5.453796, -0.551900], [0.720627, 5.118644, -1.161106], [3.318276, 2.590132, 0.104622], [4.076194, -1.967981, 6.504635], [-1.667250, -3.387290, 3.978927], [2.299397, 3.816782, 0.360609], [-2.939658, 0.159006, 2.483365], [-2.575227, -4.767714, -0.889308], [-4.592720, 3.922314, 1.452710], [5.645796, 1.290852, -2.794346], [-2.861560, -1.602350, -2.597025], [-2.963485, 2.092570, 0.122820], [2.738483, -1.054044, 5.500005], [6.531826, 1.200535, -3.422755], [-4.877423, 2.877753, 1.578934], [-0.744546, -0.426777, -3.931217], [-5.298832, -2.010180, 0.494690], [3.900248, -1.429441, -3.450819], [1.150957, 0.416955, 2.203491], [-2.816170, -0.908264, -6.620567], [1.075374, 4.781122, -2.791641], [-4.036620, -1.015862, -2.277332], [-3.613561, -5.095673, -0.840475], [-4.501322, 0.578018, 2.941767], [1.135840, 0.379759, 4.461385], [-4.380857, -0.308553, 1.073479], [-2.094033, -2.834093, -3.905829], [2.527524, -0.046293, 2.867738], [-1.411452, -1.917863, -6.468313], [3.054078, -0.925268, 7.587580], [1.011029, -0.487119, 6.429450], [-2.447950, -3.536749, 0.039549], [-0.999070, -0.275547, -2.965587], [-4.789557, -1.839013, 2.220240], [-0.243171, 0.379257, -4.276237], [3.046983, -2.192171, -0.369437], [1.429960, -0.731305, 5.453243], [-3.592313, 2.168415, -0.663892]], "forces_ev_per_angstrom": [[-0.07, 0.16, 0.42], [0.38, 0.28, -0.48], [-0.51, -0.12, -0.87], [0.39, -0.51, 0.08], [-0.18, -0.21, -0.30], [-0.63, -1.72, -0.51], [-0.02, -0.26, 0.48], [-0.09, 0.43, -0.94], [-0.03, 0.14, -0.10], [-0.96, -0.64, -0.48], [0.28, -0.07, 1.04], [0.91, 0.19, 0.28], [0.70, 1.30, -0.16], [0.28, -0.05, 0.61], [-0.99, 0.26, -0.41], [-0.99, 0.55, -0.92], [-0.42, 0.12, -0.34], [1.97, -0.90, 1.04], [1.09, -1.05, -0.18], [-0.54, -1.09, -0.42], [0.67, 0.90, -0.12], [-0.23, 0.35, 0.64], [-0.31, -0.42, -0.57], [-0.34, -0.26, 0.56], [0.82, -0.26, -0.87], [-0.72, -0.53, -0.65], [0.69, -0.21, 0.48], [0.48, 0.01, 1.49], [0.69, -0.48, 0.20], [-0.40, 0.60, -0.71], [-0.47, 0.32, -0.18], [0.75, 0.04, 0.56], [0.70, -0.46, -0.84], [0.71, 0.50, -0.39], [1.01, 0.14, -0.91], [-0.11, -0.29, -0.13], [-0.43, -0.44, 0.04], [-0.72, -0.15, -0.12], [-0.89, 0.66, -0.36], [-0.74, 0.30, 1.45], [1.10, -0.98, 0.55], [0.91, -0.55, 0.26], [-0.55, -0.45, -1.00], [0.23, 0.19, -0.38], [-0.18, 0.03, 0.77], [-0.31, 0.60, 0.07], [-0.59, -1.94, -1.82], [-0.36, 0.85, -0.79], [1.01, -0.54, 0.83], [-0.12, 0.16, -0.23], [-0.73, 1.79, 0.20], [-0.73, 1.53, 1.02], [0.62, -0.53, 0.48], [0.84, -1.10, 1.62], [0.67, -0.12, 0.10], [-0.03, -0.59, -0.09], [-0.61, -0.26, -0.74], [-0.68, 0.20, 0.39], [0.24, 0.13, -0.44], [-0.03, 1.00, -0.37], [0.44, -0.66, 0.10], [0.85, -0.86, -0.56], [1.01, -0.28, 0.15], [1.23, 0.94, -2.04], [0.00, -0.30, 1.85], [-0.15, -0.02, -0.13], [0.05, -0.09, 0.51], [1.21, -0.06, 0.09], [-0.80, -2.02, 0.00], [-0.87, 0.92, 0.30], [0.69, 0.70, -1.98], [0.03, -1.44, -1.30], [0.69, -0.10, 0.49], [0.65, -0.15, -0.43], [0.08, -0.09, 0.93], [0.29, -0.15, 0.14], [0.49, 0.93, 0.30], [0.54, 0.04, -0.40], [-1.86, 0.77, -0.51], [-0.43, 0.21, -0.19], [-0.81, -0.42, -0.04], [1.35, -0.72, 1.04], [-0.67, 1.04, 2.34], [0.49, 0.48, -0.45], [0.18, 0.60, 0.40], [0.86, 0.59, -0.53], [-1.48, -0.95, 0.60], [-0.02, 0.06, 0.10], [-0.50, -1.00, -0.07], [-0.84, 0.33, -0.39], [-0.40, -0.46, 0.23], [-0.20, -0.01, -0.18], [-3.38, 1.15, 0.49], [0.13, -0.81, 0.74], [-0.33, 0.73, -0.02], [0.56, 0.45, -0.62], [1.67, 3.17, -1.45], [0.10, -0.11, -0.58], [0.64, -0.08, 0.27], [0.24, 0.08, 0.33], [0.32, 0.75, -0.38], [0.12, 0.85, 0.23], [1.09, 0.11, -0.32], [-0.02, 0.67, 0.88], [-0.48, -0.79, -0.05], [0.28, 0.63, -0.43], [-2.63, -0.22, 2.98], [-1.93, 0.07, -0.18], [-0.87, -1.04, -0.07]], "mulliken_spin": [0.102, 0.074, 0.071, 0.022, 0.000, 0.006, 0.002, -0.061, 0.020, 0.011, 0.133, -0.013, 0.012, -0.002, -0.030, 0.001, 0.000, 0.000, 0.004, -0.020, -0.002, 0.002, -0.014, 0.003, 0.001, -0.005, 0.002, 0.076, -0.016, 0.010, 0.000, -0.004, -0.024, 0.002, -0.029, -0.001, -0.016, 0.003, 0.001, -0.017, 0.052, 0.002, 0.000, 0.014, -0.002, 0.000, -0.001, -0.030, 0.004, 0.000, -0.081, 0.013, 0.018, 0.266, 0.017, -0.001, 0.000, -0.001, -0.019, -0.057, -0.006, -0.049, 0.088, -0.111, 0.005, 0.102, 0.010, 0.003, 0.015, 0.078, 0.067, -0.010, 0.001, -0.032, 0.000, -0.001, 0.000, 0.004, -0.004, -0.002, 0.021, -0.063, 0.095, -0.001, -0.001, -0.003, -0.016, 0.000, 0.007, -0.009, 0.000, -0.009, 0.059, 0.001, -0.001, -0.001, 0.004, -0.025, -0.006, -0.004, 0.000, 0.001, 0.039, 0.159, -0.001, -0.011, 0.106, -0.002, -0.002], "e_lumo_ev": [-9.308, -9.634], "homo_lumo_gap_ev": [3.080, 8.853], "e_homo_ev": [-12.3874, -18.4879], "spin_multiplicity": 2, "charge": 4}